The following is a quantum chemistry calculation of a 13-piece molecular cluster, C62H174N31O9P9 overall in a non-equilibrium geometry, from OMol25.

## Properties
Gap between HOMO and LUMO = 8.52 eV
Charge = 0
Relative energy (zero: lowest compared OMol25 entry of this formula, charge and spin) = 0.0 kJ/mol
HOMO level = -8.32 eV

Element x y z (Å)
O  6.231  -6.315  1.444
P  5.096  -5.532  0.962
N  4.083  -4.905  2.221
C  2.977  -5.785  2.744
C  4.755  -3.968  3.153
N  4.083  -6.445  0.061
C  4.521  -7.642  -0.637
C  2.762  -5.898  -0.434
N  5.639  -4.165  0.199
C  6.934  -4.324  -0.547
C  4.745  -3.052  -0.245
H  2.547  -6.387  1.934
H  2.213  -5.192  3.209
H  3.415  -6.428  3.494
H  4.461  -4.194  4.164
H  4.417  -2.954  2.912
H  5.844  -3.952  3.166
H  5.450  -7.925  -0.156
H  3.781  -8.492  -0.545
H  4.712  -7.350  -1.703
H  2.096  -6.729  -0.465
H  2.359  -5.096  0.180
H  2.927  -5.557  -1.492
H  7.665  -4.526  0.250
H  6.995  -4.973  -1.404
H  7.185  -3.417  -1.080
H  5.284  -2.165  -0.450
H  4.037  -2.833  0.540
H  4.230  -3.336  -1.157
O  -1.311  -5.452  5.348
P  -1.733  -5.280  3.956
N  -3.308  -4.696  3.849
C  -4.156  -4.605  2.616
C  -3.922  -4.040  4.943
N  -1.815  -6.615  2.946
C  -0.505  -7.095  2.538
C  -2.887  -7.656  2.852
N  -0.721  -4.190  3.204
C  -1.033  -3.642  1.926
C  -0.213  -3.093  4.057
H  -3.658  -5.049  1.762
H  -4.260  -3.548  2.335
H  -5.141  -5.009  2.833
H  -4.120  -2.961  4.720
H  -3.349  -4.012  5.915
H  -4.864  -4.514  5.170
H  0.249  -6.565  3.132
H  -0.471  -8.143  2.747
H  -0.393  -6.930  1.456
H  -2.462  -8.634  3.063
H  -3.721  -7.486  3.540
H  -3.288  -7.729  1.815
H  -1.832  -2.904  1.911
H  -0.188  -3.006  1.594
H  -1.197  -4.442  1.173
H  0.615  -2.517  3.674
H  -0.047  -3.463  5.018
H  -0.940  -2.321  4.230
O  -0.403  5.590  -3.717
P  -1.790  5.783  -3.273
N  -2.158  4.719  -2.036
C  -1.039  4.393  -1.108
C  -3.434  4.738  -1.261
N  -2.949  5.321  -4.389
C  -3.361  6.219  -5.520
C  -2.990  3.905  -4.777
N  -2.116  7.354  -2.797
C  -1.158  8.461  -2.859
C  -3.446  7.957  -2.589
H  -1.365  3.662  -0.389
H  -0.685  5.292  -0.603
H  -0.195  3.980  -1.650
H  -4.218  5.157  -1.874
H  -3.338  5.379  -0.332
H  -3.660  3.660  -1.015
H  -2.673  6.220  -6.377
H  -4.257  5.790  -5.932
H  -3.485  7.184  -5.097
H  -1.988  3.424  -4.699
H  -3.661  3.345  -4.144
H  -3.339  3.869  -5.815
H  -0.197  8.164  -3.224
H  -1.569  9.236  -3.546
H  -0.910  8.875  -1.917
H  -4.217  7.207  -2.616
H  -3.669  8.711  -3.353
H  -3.568  8.426  -1.628
O  5.563  4.869  -1.361
P  4.495  5.667  -0.710
N  5.134  6.955  0.186
C  4.273  7.674  1.175
C  6.551  7.258  0.170
N  3.488  4.789  0.370
C  2.075  5.036  0.368
C  3.793  3.385  0.577
N  3.454  6.456  -1.750
C  3.683  7.837  -2.114
C  2.754  5.630  -2.780
H  4.735  7.623  2.201
H  3.288  7.193  1.214
H  4.092  8.732  0.907
H  7.198  6.871  0.969
H  6.591  8.353  0.147
H  6.885  6.913  -0.807
H  1.490  4.222  -0.127
H  1.685  5.034  1.374
H  1.920  6.004  -0.086
H  4.797  3.064  0.199
H  3.804  3.098  1.646
H  3.063  2.767  0.049
H  4.598  8.084  -1.613
H  3.918  7.904  -3.167
H  2.890  8.473  -1.664
H  2.188  6.425  -3.296
H  2.081  4.825  -2.387
H  3.420  5.117  -3.483
O  -3.532  4.229  4.213
P  -3.580  3.051  5.126
N  -2.546  1.879  4.619
C  -2.671  0.441  4.951
C  -1.386  2.224  3.777
N  -5.163  2.380  5.253
C  -5.597  1.518  6.378
C  -6.195  3.042  4.516
N  -3.234  3.388  6.770
C  -4.104  4.298  7.446
C  -2.008  3.113  7.456
H  -3.608  0.052  4.563
H  -2.631  0.253  6.014
H  -1.848  -0.089  4.501
H  -0.929  3.193  4.023
H  -1.625  2.242  2.714
H  -0.620  1.412  3.910
H  -6.578  1.936  6.681
H  -5.780  0.529  6.018
H  -4.867  1.529  7.165
H  -6.850  3.484  5.282
H  -5.715  3.810  3.935
H  -6.759  2.405  3.796
H  -4.432  3.677  8.307
H  -3.628  5.174  7.828
H  -4.924  4.550  6.754
H  -1.590  4.007  7.979
H  -1.253  2.696  6.802
H  -2.074  2.425  8.315
O  -8.259  -4.561  -2.096
P  -7.075  -3.807  -2.560
N  -6.159  -4.782  -3.615
C  -6.160  -6.237  -3.436
C  -5.039  -4.390  -4.469
N  -6.200  -3.350  -1.181
C  -4.771  -3.150  -1.029
C  -6.954  -3.251  0.069
N  -7.154  -2.387  -3.487
C  -8.199  -2.375  -4.564
C  -7.309  -1.170  -2.666
H  -5.970  -6.808  -4.314
H  -7.058  -6.650  -2.997
H  -5.387  -6.571  -2.716
H  -4.852  -3.320  -4.487
H  -5.308  -4.638  -5.503
H  -4.137  -4.923  -4.166
H  -4.541  -2.078  -1.029
H  -4.399  -3.527  -0.069
H  -4.180  -3.461  -1.872
H  -6.515  -3.784  0.891
H  -7.087  -2.188  0.326
H  -7.967  -3.625  0.015
H  -9.229  -2.229  -4.219
H  -7.945  -1.618  -5.337
H  -8.162  -3.353  -5.035
H  -7.451  -0.348  -3.356
H  -6.448  -0.950  -2.045
H  -8.229  -1.114  -2.044
O  4.908  0.693  1.077
P  5.338  0.594  2.456
N  4.154  -0.001  3.511
C  4.115  0.010  4.996
C  2.883  -0.399  2.907
N  5.882  1.975  3.319
C  5.082  3.021  4.025
C  7.306  2.350  3.149
N  6.596  -0.470  2.568
C  7.006  -0.933  3.878
C  7.245  -1.078  1.441
H  5.054  0.414  5.374
H  3.955  -0.990  5.465
H  3.314  0.654  5.256
H  3.041  -0.662  1.843
H  2.115  0.403  2.934
H  2.610  -1.298  3.443
H  5.413  3.038  5.094
H  5.163  4.073  3.681
H  4.035  2.676  4.010
H  7.853  1.686  2.496
H  7.432  3.412  2.757
H  7.730  2.390  4.160
H  6.829  -0.080  4.527
H  6.349  -1.741  4.195
H  8.024  -1.178  3.858
H  6.989  -2.179  1.429
H  8.337  -0.948  1.517
H  6.963  -0.606  0.497
O  3.126  -0.751  -3.751
P  3.954  0.123  -4.629
N  3.109  1.453  -5.138
C  3.840  2.534  -5.814
C  1.702  1.599  -4.965
N  4.426  -0.783  -5.963
C  5.339  -1.948  -5.874
C  3.403  -0.899  -7.016
N  5.379  0.724  -4.005
C  5.293  1.319  -2.666
C  6.619  0.733  -4.768
H  3.152  2.975  -6.521
H  4.678  2.186  -6.419
H  4.211  3.297  -5.101
H  1.319  0.704  -4.529
H  1.125  1.736  -5.881
H  1.493  2.441  -4.368
H  5.992  -1.851  -5.056
H  4.721  -2.798  -5.623
H  5.962  -2.167  -6.813
H  2.745  -0.061  -7.035
H  3.832  -0.887  -8.019
H  2.804  -1.809  -6.993
H  4.247  1.395  -2.383
H  5.839  0.695  -1.911
H  5.728  2.333  -2.562
H  7.497  0.470  -4.096
H  6.764  1.722  -5.149
H  6.594  0.021  -5.545
O  -0.894  -2.561  -1.524
P  -0.774  -1.096  -1.305
N  -1.777  -0.171  -2.298
C  -1.957  -0.653  -3.651
C  -2.173  1.247  -2.138
N  0.762  -0.601  -1.670
C  1.933  -1.402  -1.076
C  1.055  0.889  -1.738
N  -1.169  -0.475  0.149
C  -2.565  -0.482  0.635
C  -0.211  -0.076  1.207
H  -1.283  -0.191  -4.400
H  -2.971  -0.434  -3.926
H  -1.740  -1.737  -3.635
H  -1.445  1.985  -2.455
H  -2.603  1.460  -1.165
H  -3.044  1.338  -2.837
H  2.497  -1.997  -1.798
H  2.614  -0.731  -0.596
H  1.451  -2.135  -0.385
H  2.136  0.985  -1.994
H  0.486  1.237  -2.630
H  0.784  1.436  -0.834
H  -3.257  -0.894  -0.171
H  -2.724  -1.053  1.547
H  -2.850  0.559  0.799
H  -0.626  0.880  1.597
H  0.818  -0.143  0.944
H  -0.341  -0.806  2.002
C  -5.973  2.560  0.811
C  -7.200  1.834  0.741
N  -8.228  1.350  0.536
H  -5.900  3.167  -0.082
H  -5.140  1.883  0.780
H  -5.892  3.114  1.745
C  -8.161  -1.524  3.154
C  -6.934  -0.729  3.072
N  -5.969  -0.138  2.919
H  -8.855  -1.114  3.883
H  -7.846  -2.516  3.478
H  -8.586  -1.578  2.153
C  -1.414  -5.531  -2.049
C  -2.682  -5.824  -1.394
N  -3.664  -6.075  -0.859
H  -0.763  -6.448  -1.976
H  -0.981  -4.570  -1.735
H  -1.645  -5.317  -3.053
C  1.637  -3.367  -3.969
C  1.760  -4.038  -5.245
N  1.763  -4.479  -6.291
H  0.613  -3.380  -3.660
H  2.143  -2.393  -4.058
H  2.199  -3.948  -3.238

Atoms 1-2, force components in eV/Å:
O 0.98 -0.66 -0.04
P -1.07 1.04 2.06

The following is a quantum chemistry calculation of C18H17IrN4S as an isolated structure, from OMol25.

## Properties
Gap between HOMO and LUMO = 5.94 eV
Charge = +2
HOMO level = -13.80 eV

Element x y z (Å)
Ir  -0.328  0.734  0.944
C  1.869  -2.478  2.651
C  1.370  -1.272  1.938
N  0.135  -0.888  1.890
N  -0.910  -1.580  2.470
C  -2.133  -0.997  2.546
N  -3.091  -1.670  3.155
S  -2.436  0.549  1.881
C  2.284  -0.389  1.185
C  3.643  -0.605  1.099
C  4.426  0.300  0.384
C  3.820  1.386  -0.213
C  2.442  1.541  -0.095
N  1.697  0.679  0.585
H  1.121  -2.961  3.273
H  2.694  -2.194  3.305
H  2.250  -3.206  1.932
H  -0.749  -2.539  2.744
H  -2.944  -2.549  3.626
H  -4.023  -1.283  3.183
H  4.097  -1.460  1.580
H  5.493  0.149  0.304
H  4.390  2.112  -0.775
H  1.923  2.366  -0.566
C  -2.834  2.967  -2.774
C  -2.279  3.218  -1.494
C  -1.555  2.232  -0.892
C  -1.372  0.983  -1.523
C  -0.610  0.003  -0.880
C  -0.186  -1.124  -1.503
C  -0.648  -1.352  -2.829
C  -1.473  -0.459  -3.457
C  -1.845  0.756  -2.824
C  -2.616  1.783  -3.426
H  -3.416  3.744  -3.248
H  -2.419  4.182  -1.024
H  -1.056  2.465  0.087
H  0.444  -1.860  -1.012
H  -0.342  -2.254  -3.341
H  -1.822  -0.655  -4.462
H  -3.013  1.628  -4.421

Atoms 1-2, force components in eV/Å:
Ir -0.56 0.64 0.08
C 0.01 0.00 -0.02

The following is a quantum chemistry calculation of C30H29N6NdO10S2 as an isolated structure in a non-equilibrium geometry, from OMol25.

## Properties
Gap between HOMO and LUMO (alpha / beta) = 6.46 / 6.50 eV
Charge = -2
Relative energy (zero: lowest compared OMol25 entry of this formula, charge and spin) = 38.1 kJ/mol
Multiplicity = 4
⟨S²⟩ = 3.75
HOMO level (alpha / beta) = -2.84 / -2.88 eV

Element x y z (Å)
Nd  0.158  0.431  0.098
O  0.883  -1.464  -3.905
C  0.853  -1.325  -2.689
N  -0.241  -1.129  -1.888
C  -1.403  -1.774  -2.094
O  -1.625  -2.761  -2.786
C  -2.551  -1.200  -1.281
C  -3.743  -1.904  -1.220
C  -4.793  -1.381  -0.489
C  -4.636  -0.140  0.111
C  -3.425  0.510  -0.032
N  -2.384  -0.017  -0.682
C  2.136  -1.304  -1.919
C  3.367  -1.143  -2.609
C  4.526  -1.104  -1.885
C  4.453  -1.266  -0.492
C  3.187  -1.432  0.107
N  2.061  -1.452  -0.567
H  -3.794  -2.850  -1.739
H  -5.727  -1.921  -0.392
H  -5.426  0.310  0.699
H  -3.269  1.499  0.382
H  3.348  -1.021  -3.682
H  5.476  -0.928  -2.372
H  5.340  -1.220  0.125
H  3.091  -1.543  1.183
N  -1.351  -2.704  3.190
C  -0.717  -1.725  2.542
O  -0.816  -1.618  1.305
C  0.141  -0.794  3.377
C  0.749  0.399  2.608
H  -1.975  -3.278  2.649
H  -1.513  -2.685  4.190
H  0.909  -1.435  3.822
H  -0.494  -0.477  4.211
H  1.837  0.359  2.742
H  0.442  1.317  3.120
C  -1.718  8.632  -2.468
C  -1.527  7.211  -2.001
C  -1.164  6.210  -2.892
C  -0.924  4.913  -2.452
C  -1.047  4.611  -1.103
C  -1.434  5.599  -0.201
C  -1.681  6.881  -0.653
S  -0.332  3.104  -0.469
O  -1.176  2.665  0.654
O  -0.399  2.139  -1.576
N  1.048  3.464  0.074
C  2.114  3.587  -0.923
C  2.881  2.267  -1.103
O  4.007  2.302  -1.599
O  2.239  1.226  -0.714
H  -2.012  8.666  -3.519
H  -0.787  9.198  -2.368
H  -2.479  9.144  -1.878
H  -1.056  6.445  -3.946
H  -0.655  4.123  -3.147
H  -1.533  5.341  0.850
H  -1.987  7.649  0.051
H  2.813  4.358  -0.616
H  1.751  3.863  -1.920
N  -1.853  3.115  3.673
C  -2.424  1.974  4.256
C  -2.877  0.924  3.447
C  -3.461  -0.197  4.025
C  -3.611  -0.279  5.415
C  -3.158  0.764  6.210
C  -2.580  1.885  5.638
S  -4.106  -1.810  6.196
O  -4.765  -1.435  7.435
O  -2.825  -2.498  6.427
O  -4.952  -2.490  5.226
H  -1.510  2.967  2.734
H  -1.158  3.558  4.249
H  -2.681  1.015  2.381
H  -3.816  -1.020  3.417
H  -3.265  0.675  7.287
H  -2.229  2.698  6.267

Atoms 1-2, force components in eV/Å:
Nd 0.80 -1.76 0.27
O -0.05 0.03 0.39

The following is a quantum chemistry calculation of the molecule C5H8OS2 in a non-equilibrium geometry, from OMol25.

## Properties
Gap between HOMO and LUMO = 7.41 eV
Charge = 0
Relative energy (zero: lowest compared OMol25 entry of this formula, charge and spin) = 185.7 kJ/mol
SMILES = CS/C(=C/C=S)CO
HOMO level = -8.56 eV

Element x y z (Å)
C  -1.275  -1.770  -1.199
S  -0.258  -0.409  -1.767
C  0.294  0.345  -0.272
C  0.111  1.695  -0.212
C  -0.014  2.585  0.887
S  0.290  2.377  2.507
C  0.960  -0.429  0.831
O  1.280  -1.766  0.512
H  -0.732  -2.440  -0.516
H  -2.190  -1.450  -0.686
H  -1.632  -2.324  -2.059
H  -0.132  2.201  -1.128
H  -0.355  3.604  0.641
H  1.902  0.067  1.185
H  0.361  -0.437  1.730
H  1.390  -1.851  -0.455

Atoms 1-2, force components in eV/Å:
C -0.51 -0.59 1.06
S 0.58 -0.07 -0.49